(1)
Computed, not measured: a 14-piece molecular cluster, C84H210N14 overall, with ωB97M-V/def2-TZVPD.

Cartesian coordinates (Å):
H 6.334 -1.322 3.754
C 1.361 -1.967 -1.004
H 0.731 1.796 9.087
H 1.938 -5.957 -3.443
H -3.956 1.615 1.649
C 2.569 3.053 4.770
H 3.734 1.429 -3.949
H 2.015 2.815 8.948
C -4.920 -2.472 5.496
H -3.060 -5.174 -0.146
N -2.847 -2.802 4.135
H -5.582 4.140 -6.365
H 2.841 -3.871 -3.752
H -3.170 3.724 5.639
C -0.102 -4.599 6.737
H -0.794 -2.466 -3.484
H -4.092 8.363 -0.825
N 4.925 -3.840 -3.375
H -0.726 1.575 -4.738
H 3.971 8.440 -1.177
H -1.737 4.856 -7.297
H 3.279 -2.820 -6.204
H 2.791 -4.167 2.279
C -1.896 4.698 -9.456
H 1.380 1.799 1.943
C 2.615 -1.580 4.937
H 8.063 -2.493 2.639
H -3.961 -2.710 -1.032
H -4.655 -1.790 1.313
H 6.018 -5.233 -2.155
H 1.005 -1.207 10.109
H -0.850 3.158 7.705
C -0.397 0.725 1.060
H -4.994 -3.556 5.590
H -0.735 -5.325 -4.565
C 2.063 -6.853 3.069
C 0.098 -6.297 -2.332
H -0.695 -2.886 -5.173
H -0.465 1.452 -1.312
H 2.113 4.873 -2.689
H 3.769 -1.697 -4.900
C 6.953 -0.022 1.513
C 5.973 -1.792 2.839
H -7.237 5.313 -1.803
H 0.344 4.449 7.567
N 0.763 2.806 6.417
C -2.550 4.595 5.424
H -4.805 4.781 0.060
H -2.148 -3.190 -4.222
H -0.973 -0.224 6.160
C 3.302 -4.583 1.411
H -1.613 -1.245 3.623
H -3.485 2.784 3.857
H -0.205 4.805 -0.752
C 0.925 2.858 8.936
H 2.053 -5.505 -1.651
N 1.377 -2.550 6.879
H 0.863 1.009 5.236
C -1.502 -2.285 3.932
H -4.378 1.065 -7.973
H -1.547 -4.272 -0.004
H -4.061 -0.803 2.598
H -3.206 5.353 4.996
H 0.650 -2.114 -1.817
C 3.574 6.231 -0.819
H 6.353 -3.532 -0.885
C 3.915 -2.689 -5.328
H -6.804 6.202 -0.414
C 4.437 -0.276 1.685
H 7.982 1.569 2.444
H 2.388 -2.397 4.252
C -0.486 -4.537 -3.855
H 3.561 3.495 -0.763
C -4.880 -3.096 -1.474
C 1.617 5.228 -1.786
H -3.851 2.317 -6.021
H -7.366 0.150 -2.709
C -2.803 2.863 3.011
H 3.549 0.627 -5.527
H 4.649 4.331 1.183
H 4.664 -6.285 1.042
C -4.373 3.211 -8.586
H 3.510 -1.059 4.597
H 3.220 0.966 0.404
H 2.005 3.364 0.014
H 2.552 2.871 -5.497
H 6.554 -6.812 -3.802
H -5.711 1.529 -9.049
C 2.666 -1.980 6.370
C -0.620 5.795 1.930
H -6.587 -1.378 -4.025
H -5.386 7.047 -2.182
H 2.066 -4.479 6.739
C -1.100 4.356 2.052
C 1.339 -2.458 8.347
C 3.016 1.031 -4.666
H -1.319 5.609 -9.615
H -2.218 0.026 -2.381
H -0.268 -5.331 5.947
H -2.992 -2.122 6.159
H 1.768 -2.932 -0.700
H 1.216 6.234 -1.914
H 4.327 0.338 2.579
C 3.581 4.139 1.286
H 3.108 -7.924 0.076
H -5.299 0.647 -4.809
C -5.930 -1.964 -1.545
N -5.510 -0.872 -2.430
H 3.440 -7.235 4.725
H 1.044 3.763 -8.543
H -1.513 0.693 -7.033
H 0.276 0.212 -2.181
C -4.655 4.318 -5.820
H -0.074 -5.107 7.701
H 3.539 3.234 1.891
H 0.584 -3.103 8.798
H -3.069 2.860 0.786
H 0.687 3.320 -1.363
C 2.166 3.096 6.258
C -5.516 -1.286 -3.848
H -0.948 -3.913 6.701
H -3.242 5.561 -7.969
C -3.810 7.310 -0.843
H 7.015 0.363 0.496
H 2.271 -2.873 8.730
H -2.665 4.944 -2.889
C 7.027 1.066 2.595
H 0.246 5.908 1.278
H -4.697 -3.527 -2.459
H -5.202 -3.950 -0.878
C -2.019 -5.137 -0.469
C 6.116 -5.884 -4.169
H 0.971 -8.874 -0.227
H 5.086 -2.369 3.097
H -7.289 4.581 -0.113
H 2.609 2.035 4.383
H -4.605 -3.363 3.188
C 2.709 -6.487 4.419
H -0.078 3.286 -6.355
C -1.472 4.206 4.418
H -4.821 4.263 -4.744
H -0.642 -4.184 3.391
C -5.329 4.644 -0.885
H -0.988 3.321 4.829
H -5.673 2.106 -7.393
H 3.546 3.496 4.576
C 3.775 -3.816 -4.313
H -2.633 -5.769 -2.456
H 2.564 -4.589 0.609
H -0.217 -6.955 -3.141
N -2.072 4.142 3.117
C -5.049 1.875 -8.256
H -0.867 1.655 0.741
H -4.213 6.887 0.077
C 7.044 -2.849 2.491
H -5.225 -2.049 6.454
H 3.185 4.965 1.877
C -1.741 -0.329 -1.468
H 1.165 0.815 6.914
H 1.463 -7.757 3.179
C -3.295 3.006 -2.322
H -3.412 2.481 -1.373
H -2.605 4.558 -10.272
H 3.916 -3.453 -1.516
C 3.282 7.624 -1.398
C -6.366 0.329 -2.313
H 3.446 -2.687 6.654
H 1.364 -6.044 2.856
H -4.057 2.667 -3.023
C -1.948 -5.046 -2.012
C 1.958 2.076 -5.047
C -4.838 -0.338 -4.879
H 1.113 0.175 2.476
H -1.194 3.866 -9.415
H 4.862 1.460 0.462
H -5.584 -2.108 4.712
H -3.793 -0.152 -4.629
H -5.305 1.080 -0.547
C 0.472 2.529 -6.913
H -0.925 -3.154 1.986
C -4.403 6.594 -2.060
H 2.859 -1.052 6.909
H 2.071 -7.150 -2.256
C -1.059 -3.237 -4.208
H -0.200 3.751 2.160
C -0.372 0.366 -1.319
H -0.374 6.194 2.914
H 3.677 -1.048 1.809
H 1.983 2.293 -8.450
H 6.959 -3.244 1.479
C 3.959 -5.902 1.780
H -0.750 5.021 4.472
H -5.901 1.092 -2.937
C 0.702 -1.293 0.180
H 0.563 -4.390 -4.113
H 2.575 0.123 -4.255
C -3.620 2.650 1.703
C 5.908 -2.703 -1.436
H 2.743 2.326 6.769
H 1.531 2.419 -4.105
H -5.138 -2.299 -3.990
H 1.855 3.622 4.175
H 1.920 -6.561 5.167
H -1.490 -5.991 -0.048
H -0.175 -6.785 -1.396
H 4.651 -5.808 2.617
H 4.261 -2.066 -2.572
C -2.526 4.742 -8.040
C 1.511 3.068 -7.845
H 0.357 -2.773 3.142
C -0.660 -3.151 3.044
C 1.638 -6.162 -2.415
H -5.093 4.029 -8.562
H 2.264 3.635 -7.298
H 6.626 -2.344 -2.173
H 2.030 -6.566 0.226
H 3.321 7.548 -2.485
N 3.006 -7.015 1.938
C 0.591 1.083 2.174
H -4.337 5.353 -5.951
C 5.346 -5.222 -3.013
N -3.216 3.495 -7.696
C 1.201 -3.920 6.382
H 0.302 -8.068 1.171
H -1.022 -2.122 4.897
H 1.294 -3.916 5.296
H -6.881 1.896 -0.831
H 4.031 6.375 0.160
C -3.511 3.328 -6.247
C 0.527 1.355 6.214
H -1.467 4.127 1.052
H -0.247 2.108 -7.616
H -2.985 -1.509 1.377
H -2.460 -0.119 -0.676
H 0.331 0.130 -4.700
H 5.526 -6.218 -5.023
H -3.196 -3.755 2.311
H 4.317 5.786 -1.481
C -0.143 0.875 -5.338
C -0.998 0.056 -6.314
H -2.534 4.712 -1.213
H -0.320 4.319 -2.397
N 2.427 5.327 -0.566
H 1.525 -9.425 1.348
H -1.549 -1.381 -1.683
C 1.202 -8.548 0.787
H -5.375 3.566 -1.045
H 0.269 -0.655 8.583
C 2.352 -7.481 0.724
H 6.908 -3.702 3.156
N -0.580 -4.990 -2.452
H -2.122 4.938 6.366
H 2.478 4.038 6.710
H -3.987 3.240 -9.605
H 4.461 -5.787 -2.721
H -3.853 6.909 -2.947
H -0.368 -0.622 -6.888
C -3.209 4.517 -2.046
C 4.233 0.570 0.472
H -6.880 0.274 -0.211
H 6.312 1.885 2.667
H 4.372 0.054 -0.478
H -0.240 -1.811 0.366
H 3.783 -4.721 -4.921
H -5.012 -0.625 -5.916
H -2.346 -4.064 -2.270
H -6.062 -1.508 -0.563
C -6.338 0.951 -0.871
H -1.433 6.323 1.431
C -3.627 -2.962 2.922
C 0.371 4.346 -1.555
H 2.217 -1.440 -1.427
H 1.717 -0.968 4.855
H 4.922 -2.729 -5.742
H -1.188 0.054 1.394
H 7.060 0.625 3.591
H 1.343 -1.336 1.060
H 3.189 -5.509 4.420
H 2.317 8.049 -1.124
H -2.728 7.240 -0.727
H -1.526 1.257 5.508
H 5.788 -1.919 -0.687
N 0.986 1.525 -5.985
H 4.039 -3.843 1.099
H -1.768 -0.489 -5.768
C -0.909 0.854 6.311
C 4.656 -3.002 -2.177
H -2.598 3.474 -5.671
H 7.875 -0.604 1.526
N -4.539 5.135 -1.982
H -4.513 3.266 1.592
H 0.649 3.423 9.826
C -3.516 -1.997 5.212
N 0.331 0.124 -0.074
H -1.380 1.162 7.244
H -2.079 2.062 3.156
C -6.753 5.197 -0.834
C 0.218 3.370 7.653
C -3.837 -1.704 2.028
N 5.780 -0.881 1.695
H -6.882 -2.441 -1.775
H -3.565 -0.939 4.954
H 0.104 1.394 3.098
H -2.355 2.659 -2.751
C 2.875 4.011 -0.091
H 1.982 -0.481 8.756
H 6.994 -5.317 -4.480
C 1.145 -1.123 9.031

## Properties
* electronic energy: -4092.7928 a.u.

(2)
Computed, not measured: one molecule with the formula C4H9NO, with ωB97M-V/def2-TZVPD.

Cartesian coordinates (Å):
H -2.173 1.469 -1.593
C -1.865 0.424 -1.756
C 1.218 0.442 0.286
H 0.736 0.752 -1.764
H 1.704 -2.055 2.221
C 1.445 -0.992 2.207
O -0.943 0.008 -0.787
H -0.024 1.858 -0.613
H -2.742 -0.223 -1.679
H -0.065 -1.072 0.722
N 0.805 -0.593 0.967
H 0.769 -0.778 3.042
H -1.440 0.341 -2.768
H 2.341 -0.378 2.299
C 0.234 0.798 -0.784

## Properties
* electronic energy: -287.7125 a.u.

(3)
Computed, not measured: C4H9NO as an isolated structure, with ωB97M-V/def2-TZVPD.

Cartesian coordinates (Å):
H 1.837 -0.220 -1.317
H 0.191 -0.758 -0.158
H -0.760 -2.107 0.672
H 0.272 2.281 0.029
C -0.322 -1.219 1.126
C 0.751 -0.216 -1.445
H 0.649 -1.410 1.585
H -1.016 -0.792 1.844
C 0.234 1.409 0.682
H 1.246 1.118 0.960
H -0.831 -0.179 -2.437
H -0.323 1.675 1.583
C -0.504 0.308 -0.037
N 0.195 -0.252 -2.560
O -1.620 0.361 -0.527

## Properties
* electronic energy: -287.6363 a.u.

The orbital gap results, record by record, are as follows: 8.7 9.2 9.4 eV.
The relative energy (zero: lowest compared OMol25 entry of this formula, charge and spin) results, record by record, are as follows: 2.311 3.264 5.337 eV.
The HOMO level results, record by record, are as follows: -8.0 -8.2 -8.6 eV.